No. 1
{
  "formula": "BrTi3",
  "method": "ωB97M-V with the def2-TZVPD basis set",
  "elements": ["Ti", "Ti", "Ti", "Br"],
  "xyz": [[-19.1447, 14.0779, -21.3512], [-19.1779, 16.6191, -23.4427], [-21.6195, 16.4749, -21.0498], [-18.9309, 16.7895, -20.6088]],
  "gap_ev": [6.342, 7.393],
  "energy_ev": -139344.5252,
  "multiplicity": 11,
  "largest_force_ev_per_a": 2.3,
  "charge": 3,
  "s_squared": 30.003
}

No. 2
{
  "formula": "C19H23ClN4O2",
  "method": "ωB97M-V with the def2-TZVPD basis set",
  "elements": ["C", "N", "C", "O", "C", "H", "C", "N", "C", "O", "C", "H", "H", "C", "H", "H", "C", "C", "C", "C", "C", "C", "C", "H", "H", "Cl", "H", "H", "H", "H", "H", "H", "C", "C", "C", "N", "N", "C", "H", "C", "H", "H", "H", "H", "H", "H", "H", "H", "H"],
  "xyz": [[2.0568, 1.4534, -3.0477], [1.4059, 0.7672, -1.9521], [1.9878, -0.3443, -1.4429], [3.0119, -0.8086, -1.9088], [1.2696, -1.0225, -0.2815], [0.7422, -0.2918, 0.3351], [0.2721, -2.0362, -0.8396], [-0.4424, -2.6901, 0.2327], [0.0724, -2.9214, 1.4621], [-0.5769, -3.4755, 2.3315], [1.4791, -2.4283, 1.7551], [1.3571, -1.6921, 2.5559], [2.0324, -3.2652, 2.1853], [2.2426, -1.8094, 0.5912], [3.0317, -1.1564, 0.9680], [2.7199, -2.5768, -0.0196], [-1.8362, -3.0152, -0.0275], [-2.6391, -1.7434, -0.0974], [-3.1342, -1.2602, -1.3015], [-3.7894, -0.0417, -1.3606], [-3.9483, 0.6995, -0.2017], [-3.4704, 0.2293, 1.0128], [-2.8148, -0.9864, 1.0563], [-2.4312, -1.3590, 1.9940], [-3.6109, 0.8098, 1.9113], [-4.7477, 2.2331, -0.2715], [-4.1708, 0.3321, -2.2979], [-3.0149, -1.8409, -2.2054], [-1.9089, -3.5808, -0.9610], [-2.1713, -3.6382, 0.8058], [-0.4606, -1.5459, -1.4871], [0.8151, -2.7766, -1.4429], [0.2249, 1.4091, -1.4051], [0.4821, 2.0650, -0.0833], [1.6744, 2.5498, 0.4168], [1.4138, 3.0446, 1.6431], [0.1338, 2.9151, 1.9636], [-0.4475, 2.3253, 0.9379], [-1.4952, 2.1035, 0.9514], [2.3381, 3.6552, 2.5537], [1.7948, 3.8887, 3.4667], [2.7466, 4.5753, 2.1309], [3.1597, 2.9742, 2.7820], [2.6615, 2.5583, 0.0003], [-0.0970, 2.1632, -2.1307], [-0.5991, 0.6948, -1.3003], [1.3986, 1.4879, -3.9183], [2.3223, 2.4722, -2.7589], [2.9594, 0.9005, -3.3005]],
  "gap_ev": 9.710,
  "energy_ev": -42655.0806,
  "largest_force_ev_per_a": 0.9,
  "relative_energy_kcal_mol": 0.00,
  "smiles": "CN(Cc1cnn(C)c1)C(=O)[C@@H]1CCC(=O)N(Cc2ccc(Cl)cc2)C1"
}

No. 3
{
  "formula": "CHBrF2S",
  "method": "ωB97M-V with the def2-TZVPD basis set",
  "elements": ["C", "F", "F", "S", "Br", "H"],
  "xyz": [[0.0830, 0.8536, -0.6772], [-0.6093, 1.8973, -1.2140], [-0.2330, 0.5544, 0.5592], [2.4438, 1.5252, -0.4727], [3.0624, -0.3287, 0.2243], [0.3183, 0.2014, -1.3965]],
  "gap_ev": 8.061,
  "energy_ev": -87363.6814,
  "largest_force_ev_per_a": 6.1,
  "relative_energy_kcal_mol": 34.06
}

No. 4
{
  "formula": "C13H21BeF5OP2",
  "method": "ωB97M-V with the def2-TZVPD basis set",
  "elements": ["Be", "H", "H", "P", "P", "C", "H", "H", "H", "C", "H", "H", "H", "C", "H", "H", "H", "C", "H", "H", "H", "C", "H", "H", "H", "C", "H", "H", "H", "C", "O", "H", "F", "C", "C", "C", "F", "C", "F", "C", "F", "C", "F"],
  "xyz": [[-1.2171, 0.9358, 0.4320], [3.6739, 0.5112, 0.0011], [3.7338, 0.6064, 0.7375], [-0.1028, 0.4879, -1.7759], [-0.2550, -1.5417, 1.7589], [-1.6856, -1.2100, 2.8115], [-1.4975, -1.7332, 3.7511], [-1.7596, -0.1604, 3.0819], [-2.6004, -1.5935, 2.3585], [-0.1383, -3.3139, 1.4058], [0.8338, -3.5351, 0.9373], [-0.1808, -3.8622, 2.3574], [-1.0080, -3.6211, 0.8060], [1.2444, -1.1440, 2.7028], [1.2602, -0.0743, 2.8908], [1.1269, -1.6203, 3.6781], [2.1400, -1.5192, 2.2146], [-0.2402, -1.1518, -2.5677], [-0.1890, -1.0704, -3.6682], [0.5615, -1.8145, -2.2069], [-1.2225, -1.5597, -2.2943], [-1.2063, 1.5278, -2.8085], [-1.1322, 2.5712, -2.4784], [-0.8990, 1.4256, -3.8656], [-2.2266, 1.1609, -2.6724], [1.5664, 1.1025, -2.3085], [2.3586, 0.4215, -1.9675], [1.6415, 1.2038, -3.4043], [1.7670, 2.0853, -1.8585], [-3.0153, 1.2062, 0.4450], [-4.0183, 1.7777, 0.2502], [-0.2060, -0.7554, 0.5387], [0.3431, 3.2500, -0.6466], [0.2411, 3.2931, 0.7450], [-0.3123, 2.2096, 1.4197], [-0.0705, 2.2778, 2.7944], [-0.3322, 1.2070, 3.6147], [0.1656, 3.4782, 3.4982], [0.0562, 3.4988, 4.8495], [0.4198, 4.6608, 2.7982], [0.4482, 5.8676, 3.4145], [0.4603, 4.5309, 1.3941], [0.6233, 5.6564, 0.6807]],
  "gap_ev": [4.242, 4.835],
  "energy_ev": -48429.6518,
  "largest_force_ev_per_a": 2.5,
  "relative_energy_kcal_mol": 25.83
}

No. 5
{
  "formula": "C35H43ClMnP2Si2",
  "method": "ωB97M-V with the def2-TZVPD basis set",
  "elements": ["C", "C", "C", "H", "C", "C", "H", "H", "H", "H", "Mn", "Si", "C", "C", "H", "C", "H", "C", "H", "C", "H", "C", "H", "C", "C", "H", "C", "H", "C", "H", "C", "H", "C", "H", "H", "Si", "C", "C", "H", "C", "H", "C", "H", "C", "H", "C", "H", "C", "C", "H", "C", "H", "C", "H", "C", "H", "C", "H", "H", "Cl", "C", "P", "C", "C", "C", "P", "C", "C", "H", "H", "H", "H", "H", "H", "H", "H", "H", "H", "H", "H", "H", "H", "H", "H"],
  "xyz": [[-1.2483, 0.0446, 1.4366], [-2.0490, 0.5437, 0.3573], [-2.0278, -0.4269, -0.6916], [-2.6431, 1.4505, 0.3645], [-1.2608, -1.5521, -0.2514], [-0.7646, -1.2657, 1.0652], [-0.2227, -1.9378, 1.7087], [-1.1478, 0.5433, 2.3984], [-2.5911, -0.3521, -1.6169], [-1.1551, -2.4943, -0.7844], [0.0062, 0.2431, -0.2551], [2.2998, 0.3285, -7.3140], [1.8614, 1.7935, -8.4005], [2.6028, 2.4112, -9.4367], [3.5993, 2.0422, -9.6901], [2.0597, 3.5100, -10.1359], [2.6321, 3.9855, -10.9441], [0.7971, 4.0154, -9.8073], [0.3774, 4.8840, -10.3239], [0.0525, 3.3912, -8.7911], [-0.9335, 3.7584, -8.5110], [0.5817, 2.2824, -8.1212], [-0.0177, 1.7978, -7.3438], [2.0005, -1.1295, -8.4304], [1.0340, -1.0645, -9.4475], [0.5997, -0.1043, -9.7349], [0.5923, -2.2304, -10.0931], [-0.2114, -2.1723, -10.8253], [1.1813, -3.4642, -9.7926], [0.8211, -4.3760, -10.2746], [2.2597, -3.5076, -8.8910], [2.7600, -4.4556, -8.6995], [2.6885, -2.3391, -8.2374], [3.5467, -2.3476, -7.5642], [1.4131, 0.1490, -6.1312], [0.3727, 0.3477, -2.7448], [-0.1723, -1.3209, -3.4838], [-1.3285, -1.4240, -4.2502], [-1.9262, -0.5310, -4.4734], [-1.7314, -2.6697, -4.7315], [-2.6467, -2.7398, -5.3093], [-0.9946, -3.8216, -4.4409], [-1.3150, -4.7932, -4.8248], [0.1151, -3.7167, -3.6077], [0.6529, -4.6101, -3.3019], [0.5355, -2.4778, -3.1209], [1.3936, -2.4013, -2.4620], [-0.7165, 1.6636, -3.6036], [-1.9912, 2.0198, -3.1053], [-2.4134, 1.5477, -2.2174], [-2.7495, 3.0217, -3.7167], [-3.7141, 3.2978, -3.2871], [-2.2873, 3.6840, -4.8477], [-2.9031, 4.4302, -5.3618], [-1.0028, 3.3732, -5.3101], [-0.5853, 3.9286, -6.1483], [-0.2453, 2.3634, -4.7183], [0.7331, 2.1185, -5.1356], [3.7080, 0.4762, -6.8678], [2.3689, 0.6097, -3.3427], [0.4807, 3.7122, -1.4140], [0.5192, 2.4445, -0.1086], [-0.5059, 3.1699, 1.2355], [2.2330, 2.7340, 0.5735], [2.7796, 1.5475, 1.3640], [2.0050, -0.0244, 0.7742], [3.2700, -0.8851, -0.2266], [2.0484, -0.9994, 2.3165], [-0.5206, 3.7573, -1.8535], [1.1753, 3.4796, -2.2267], [0.7252, 4.7039, -1.0117], [-0.4761, 2.5210, 2.1190], [-0.1170, 4.1678, 1.4852], [-1.5454, 3.2573, 0.8913], [2.8883, 2.9338, -0.2827], [2.2285, 3.6342, 1.2066], [3.8765, 1.4607, 1.2628], [2.5610, 1.6625, 2.4357], [4.2746, -0.7231, 0.1749], [3.0481, -1.9651, -0.1966], [3.2394, -0.5652, -1.2788], [3.0399, -0.9441, 2.7884], [1.2935, -0.6157, 3.0142], [1.8192, -2.0397, 2.0652]],
  "gap_ev": [6.168, 6.704],
  "energy_ev": -115163.3627,
  "multiplicity": 5,
  "largest_force_ev_per_a": 3.4,
  "relative_energy_kcal_mol": 8.74,
  "charge": 1,
  "s_squared": 6.172
}

No. 6
{
  "formula": "C2H6N2O2S",
  "method": "ωB97M-V with the def2-TZVPD basis set",
  "elements": ["C", "C", "H", "H", "H", "H", "H", "H", "N", "N", "O", "O", "S"],
  "xyz": [[1.0755, 1.3778, -0.1970], [-0.4837, -1.1595, 0.6080], [1.5934, 1.3461, 0.8271], [1.5250, 0.3749, -0.6423], [1.0319, 2.2065, -0.8904], [-0.9515, 0.1951, 2.0456], [0.0307, -2.1791, -1.1386], [-1.2305, 0.6176, -1.0333], [-0.7621, 0.1735, 1.0160], [-0.0749, -1.1739, -0.8110], [-0.3518, 1.2627, 0.2079], [-1.1775, -0.4966, -1.5439], [-0.2244, -2.5450, 1.5518]],
  "gap_ev": 8.831,
  "energy_ev": -20075.7998,
  "largest_force_ev_per_a": 5.1,
  "relative_energy_kcal_mol": 144.97
}